Entry 1:
This record from the OMol25 dataset describes a cluster of 2 separate species, C3H10N2O2 in total at a distorted geometry. The level of theory is the ωB97M-V functional and the def2-TZVPD basis.

The SMILES is NCCC(N)=O.O. For the HOMO-LUMO gap, the calculation gives 9.7 eV. The net charge is 0. For the lowest unoccupied orbital energy, the calculation gives 0.0235 Eh. The calculation puts the electronic energy at -10347.8472 eV. The value obtained for the HOMO energy is -9.02 eV.

Cartesian coordinates (Å):
N -2.0759 2.1012 1.0003
C -1.2219 1.6055 0.0419
C -0.2972 0.4703 0.4259
C 0.2496 -0.3140 -0.7531
N -0.1418 -1.6044 -0.9938
O 1.2646 0.2136 -1.2325
H -2.4453 1.4361 1.6809
H -1.8155 3.0726 1.3401
H -1.9005 1.1890 -0.8011
H -0.6589 2.4495 -0.4185
H -0.8250 -0.2671 1.0516
H 0.5748 0.8812 0.9512
H 0.0407 -1.9655 -1.8624
H -1.0961 -1.9413 -0.8386
O 2.1191 -2.0624 1.1577
H 1.5342 -1.5328 0.6526
H 2.6621 -2.5806 0.5095

---

Entry 2:
This record from the OMol25 dataset describes a structure of composition C33H52Cl2O5PSeTeTi. The level of theory is the ωB97M-V functional and the def2-TZVPD basis.

For the HOMO-LUMO gap, the calculation gives 7.4 eV. The net charge is +1. For the lowest unoccupied orbital energy, the calculation gives -0.1355 Eh. The calculation puts the electronic energy at -175392.4120 eV. The value obtained for the HOMO energy is -11.07 eV.

Cartesian coordinates (Å):
Ti -0.1134 -0.0053 -0.5296
C -3.0072 -4.3172 5.4083
C -3.6832 -3.9915 4.0690
C -4.9490 -3.1806 4.3471
C -4.0888 -5.2950 3.3668
C -2.6987 -3.2277 3.1867
C -2.9235 -1.9271 2.7666
C -1.9922 -1.3002 1.9543
Se -2.2984 0.4750 1.2966
C -3.4745 0.0010 -0.1433
C -4.8042 -0.2633 0.0882
C -5.6237 -0.6643 -0.9657
C -5.0507 -0.7459 -2.2263
C -3.7092 -0.4626 -2.5160
C -2.9210 -0.1022 -1.4248
O -1.5876 0.1690 -1.5311
C -3.2632 -0.5766 -3.9802
C -3.4812 -2.0224 -4.4503
C -4.1330 0.3730 -4.8211
C -1.8019 -0.2108 -4.2492
C -7.0851 -1.0094 -0.6881
C -7.1300 -2.2322 0.2403
C -7.8534 -1.3379 -1.9681
C -7.7734 0.1784 -0.0018
C -0.8194 -1.9371 1.5714
O 0.0511 -1.2279 0.7845
C -0.5358 -3.2431 1.9967
C -1.5082 -3.8423 2.7884
C 0.7674 -3.9589 1.6408
C 1.9354 -3.1888 2.2726
C 0.7997 -5.3877 2.1905
C 0.9548 -4.0548 0.1194
H -3.6968 -4.8650 6.0529
H -2.7080 -3.4039 5.9254
H -2.1185 -4.9347 5.2706
H -5.6362 -3.7771 4.9476
H -5.4670 -2.9109 3.4237
H -4.7331 -2.2679 4.9062
H -4.8224 -5.8302 3.9717
H -3.2369 -5.9594 3.2175
H -4.5345 -5.0902 2.3915
H -3.8167 -1.3931 3.0581
H -5.2031 -0.1673 1.0899
H -5.6791 -1.0409 -3.0534
H -4.5247 -2.3278 -4.3726
H -2.8804 -2.7173 -3.8601
H -3.1833 -2.1193 -5.4958
H -5.1888 0.1049 -4.7884
H -3.8145 0.3349 -5.8644
H -4.0333 1.4020 -4.4709
H -1.1020 -0.8686 -3.7351
H -1.5784 0.8157 -3.9614
H -1.6199 -0.3060 -5.3217
H -6.6414 -3.0917 -0.2222
H -8.1650 -2.5017 0.4579
H -6.6307 -2.0294 1.1900
H -7.4470 -2.2166 -2.4727
H -7.8486 -0.5001 -2.6682
H -8.8925 -1.5553 -1.7194
H -7.3346 0.3993 0.9721
H -8.8288 -0.0468 0.1588
H -7.7066 1.0777 -0.6163
H -1.3332 -4.8523 3.1274
H 1.8192 -3.1328 3.3565
H 2.0025 -2.1746 1.8815
H 2.8693 -3.7167 2.0626
H 0.7466 -5.4111 3.2801
H 1.7415 -5.8543 1.8992
H -0.0091 -5.9986 1.7857
H 0.9681 -3.0797 -0.3626
H 0.1634 -4.6586 -0.3288
H 1.9089 -4.5388 -0.0971
Cl 4.6180 -2.2913 -0.6172
C 4.5993 -1.2636 0.8203
Cl 3.3299 -0.0271 0.7327
H 5.5536 -0.7579 0.9004
H 4.4026 -1.8884 1.6820
C 5.3519 0.4965 -3.5934
C 3.9126 0.0896 -3.4348
O 3.2873 1.0345 -2.4958
P 1.7374 1.1245 -2.3550
O 1.1219 -0.2458 -2.0062
Te 1.0378 2.5078 -0.5494
O 1.1207 1.5144 -3.7448
C 1.4232 2.7911 -4.3793
C 0.6762 2.8369 -5.6870
H 5.8460 -0.1905 -4.2806
H 5.8676 0.4555 -2.6352
H 5.4325 1.5051 -3.9967
H 3.8113 -0.8997 -2.9921
H 3.3615 0.1282 -4.3754
H 2.5029 2.8597 -4.5214
H 1.1017 3.5836 -3.7001
H 0.9196 1.9667 -6.2956
H 0.9626 3.7325 -6.2377
H -0.3996 2.8598 -5.5204

---

Entry 3:
This record from the OMol25 dataset describes a cluster of 6 separate species, C6H24N12O6 in total at a distorted geometry. The level of theory is the ωB97M-V functional and the def2-TZVPD basis.

The SMILES is NC(N)=O.NC(N)=O.NC(N)=O.NC(N)=O.NC(N)=O.NC(N)=O. For the HOMO-LUMO gap, the calculation gives 9.3 eV. The net charge is 0. For the lowest unoccupied orbital energy, the calculation gives 0.0005 Eh. The calculation puts the electronic energy at -36784.1785 eV. The value obtained for the HOMO energy is -9.27 eV.

Cartesian coordinates (Å):
N -3.5123 0.6100 -0.8299
C -4.6754 -0.0097 -1.2175
N -5.6085 0.7729 -1.8317
O -4.8147 -1.2206 -1.1577
H -3.5144 1.5605 -0.5056
H -2.8658 -0.0466 -0.4248
H -5.5788 1.7636 -1.9780
H -6.4207 0.2649 -2.1329
N 3.8340 -0.4402 3.1300
C 4.4005 -1.4064 2.3477
N 5.5162 -2.0037 2.8611
O 3.8472 -1.8434 1.3407
H 2.8978 -0.1508 2.8604
H 3.8994 -0.4517 4.1347
H 6.0035 -1.5544 3.6137
H 5.9162 -2.7684 2.3514
N -0.4160 1.9681 2.4557
C 0.8672 1.8127 2.8645
N 1.7314 2.8178 2.5543
O 1.2540 0.7792 3.4128
H -1.0213 1.1928 2.6572
H -0.7315 2.7736 1.9497
H 2.7108 2.7111 2.7442
H 1.4216 3.7121 2.2194
N 1.9512 -0.9571 -1.7093
C 1.0220 -0.4032 -0.8807
N 1.3858 -0.4139 0.4312
O -0.0971 -0.0382 -1.2557
H 1.7960 -0.9572 -2.6990
H 2.7661 -1.3488 -1.2679
H 2.1032 -1.0472 0.7542
H 0.7468 -0.0062 1.0896
N -0.2511 -3.5876 -1.1853
C -1.5657 -3.6317 -0.8066
N -1.9225 -2.6900 0.1326
O -2.3780 -4.4202 -1.2469
H 0.2753 -2.8049 -0.8444
H 0.1497 -4.2926 -1.7699
H -1.3851 -1.8590 0.3047
H -2.8984 -2.6990 0.3730
N -0.6800 2.6640 -1.7179
C -0.9608 3.0393 -2.9988
N -0.9622 1.9971 -3.8873
O -1.1423 4.2010 -3.3359
H -0.3568 1.7300 -1.4819
H -0.5920 3.4000 -1.0435
H -1.0478 2.2084 -4.8617
H -1.0967 1.0737 -3.5120

---

Entry 4:
This record from the OMol25 dataset describes an isolated molecule of C4H5NO. The level of theory is the ωB97M-V functional and the def2-TZVPD basis.

The SMILES is CC#CC(N)=O. For the HOMO-LUMO gap, the calculation gives 10.7 eV. The net charge is 0. For the lowest unoccupied orbital energy, the calculation gives 0.0320 Eh. The calculation puts the electronic energy at -7765.3479 eV. The value obtained for the HOMO energy is -9.85 eV.

Cartesian coordinates (Å):
C -2.4499 0.0905 0.2269
C -0.9962 0.0274 0.0787
C 0.2009 -0.1064 0.0023
C 1.6012 -0.5363 -0.0268
N 2.5082 0.4143 -0.3834
O 1.9086 -1.6816 0.2496
H -2.9458 -0.1401 -0.7214
H -2.7898 1.0746 0.5653
H -2.7649 -0.6555 0.9638
H 3.4794 0.1407 -0.3959
H 2.2482 1.3724 -0.5590

---

Entry 5:
This record from the OMol25 dataset describes a cluster of 3 separate species, C4H10NO3 in total at a distorted geometry. The level of theory is the ωB97M-V functional and the def2-TZVPD basis.

For the HOMO-LUMO gap, the calculation gives 7.4 eV. The net charge is -1. For the lowest unoccupied orbital energy, the calculation gives 0.1071 Eh. The calculation puts the electronic energy at -11941.1501 eV. The value obtained for the HOMO energy is -4.49 eV.

Cartesian coordinates (Å):
C 2.3753 -0.5993 -1.0837
C 2.5128 0.7476 -0.3763
N 1.4260 1.0975 0.6483
C 0.4850 1.3328 -0.1913
C -2.3551 -0.2710 -0.0516
O -1.7350 -1.2994 -0.4354
O -3.0787 0.4795 -0.7227
H 3.1406 -0.8261 -1.8277
H 1.4774 -0.7752 -1.6587
H 2.5465 -1.3750 -0.3401
H 3.4103 0.6100 0.2197
H 2.7797 1.5857 -0.9919
H -0.0715 0.5861 -0.7821
H 0.1624 2.3854 -0.3198
H -2.2104 0.0095 1.0166
H -0.5816 -1.3678 1.1545
H 0.5769 -0.5423 1.4589
O -0.0701 -1.0902 1.9479